# 1
42
Properties=species:S:1:pos:R:3 method="wB97M-V/def2-TZVPD" homo_lumo_gap_ev="7.893 / 7.438" homo_ev="-8.4 / -8.2" lumo_ev="-0.5 / -0.8" multiplicity=2
Pd 0.360 -0.691 -0.866
C 1.647 -0.347 2.377
O 2.181 -0.123 1.086
C 2.796 1.133 0.925
C 1.788 2.251 0.809
O 1.014 1.969 -0.337
C -0.064 2.852 -0.562
C -1.210 2.597 0.399
O -1.496 1.218 0.365
C -2.576 0.861 1.217
H 2.407 -0.174 3.146
H 1.328 -1.387 2.408
H 0.776 0.285 2.580
H 3.364 1.074 -0.005
H 3.495 1.334 1.746
H 2.309 3.210 0.691
H 1.164 2.318 1.708
H -0.388 2.676 -1.588
H 0.266 3.895 -0.486
H -2.078 3.193 0.088
H -0.959 2.910 1.421
H -3.493 1.370 0.907
H -2.351 1.136 2.253
H -2.703 -0.217 1.147
O -3.399 -2.511 -0.507
C -2.357 -1.987 -0.865
O -1.324 -1.797 -0.113
C -2.167 -1.548 -2.311
C -2.618 -2.320 -3.370
C -2.212 -2.043 -4.672
C -1.308 -1.024 -4.929
C -0.881 -0.248 -3.863
C -1.345 -0.448 -2.569
N 0.202 0.705 -4.064
O 0.418 1.121 -5.181
O 0.866 1.006 -3.082
H -3.267 -3.159 -3.156
H -2.566 -2.659 -5.488
H -0.915 -0.847 -5.919
H -1.252 0.316 -1.789
S 1.537 -3.889 -1.042
C 1.313 -2.385 -1.191

=====

# 2
61
Properties=species:S:1:pos:R:3 method="wB97M-V/def2-TZVPD" homo_lumo_gap_ev=4.252 homo_ev=-5.6 lumo_ev=-1.3 multiplicity=1
K -1.605 -0.147 0.354
C 0.873 3.053 -2.824
Si -0.781 2.162 -2.546
C -1.687 2.979 -1.107
C -1.598 2.046 -4.239
N -0.536 0.462 -2.040
C 0.335 -0.392 -2.629
C 0.915 -0.194 -3.895
C 1.974 -0.948 -4.335
C 2.461 -2.005 -3.604
C 1.815 -2.273 -2.386
C 0.753 -1.550 -1.890
O 0.054 -1.883 -0.696
C 0.274 -3.140 -0.074
C -0.562 -4.224 -0.407
C -0.301 -5.519 0.095
C 0.863 -5.716 0.847
C 1.692 -4.660 1.190
C 1.319 -3.348 0.787
H 0.712 4.141 -2.986
H 1.284 2.668 -3.769
H 1.539 2.888 -1.969
H -1.770 4.012 -1.430
H -1.125 2.956 -0.123
H -2.663 2.595 -0.935
H -2.622 2.478 -4.370
H -1.618 0.995 -4.484
H -0.923 2.551 -5.020
H 0.487 0.636 -4.462
H 2.499 -0.563 -5.191
H 3.249 -2.648 -3.885
H 2.215 -3.067 -1.720
H -1.426 -4.049 -1.044
H -0.945 -6.431 -0.156
H 1.047 -6.724 1.238
H 2.648 -4.762 1.687
H 1.927 -2.505 1.037
Br 5.517 2.626 1.440
C 3.913 1.687 1.832
C 3.250 1.906 3.070
C 1.895 1.690 3.196
C 1.140 1.153 2.119
C 1.836 0.735 0.949
C 3.228 0.957 0.851
N -0.214 0.933 2.191
C -0.880 1.155 3.281
C -2.328 1.038 3.363
C -2.974 0.948 4.628
C -4.370 0.958 4.569
C -5.026 1.052 3.350
C -4.292 1.135 2.155
N -2.978 1.222 2.178
H 3.798 2.454 3.823
H 1.420 2.082 4.134
H 1.325 0.239 0.096
H 3.844 0.690 -0.048
H -0.535 1.387 4.278
H -2.444 0.731 5.542
H -4.964 0.883 5.507
H -6.145 1.216 3.292
H -4.789 1.250 1.186

=====

# 3
9
Properties=species:S:1:pos:R:3 method="wB97M-V/def2-TZVPD" homo_lumo_gap_ev="8.932 / 8.977" homo_ev="-9.4 / -9.7" lumo_ev="-0.5 / -0.8" multiplicity=1
C -1.416 0.231 0.195
C -0.301 -0.694 0.156
O -0.665 -1.837 0.307
C 1.091 -0.220 0.005
C 2.160 0.277 -0.260
H -0.124 1.000 -1.423
H -1.456 0.756 1.151
H -2.440 -0.129 -0.063
H 3.151 0.616 -0.069

=====

# 4
9
Properties=species:S:1:pos:R:3 method="wB97M-V/def2-TZVPD" homo_lumo_gap_ev=8.157 homo_ev=-9.4 lumo_ev=-1.3 multiplicity=1
C 2.745 -0.398 -0.028
N 3.804 -0.869 -0.024
N 1.739 0.381 -0.105
N 0.304 -0.312 0.108
N -1.938 -0.364 0.040
N -0.766 0.217 0.103
F -0.937 1.817 -0.003
H -2.375 -0.365 -0.880
H -2.576 -0.104 0.788

=====

# 5
36
Properties=species:S:1:pos:R:3 method="wB97M-V/def2-TZVPD" homo_lumo_gap_ev=9.717 homo_ev=-9.3 lumo_ev=0.5 multiplicity=1 smiles="[H]/N=C(/N)NCCC[C@H](NC(=O)[C@H](C)N)C(=O)O"
C -3.617 -0.034 -0.226
C -2.845 -1.200 0.417
C -4.949 -0.353 -0.778
C -0.604 0.000 0.400
C -1.011 1.302 1.173
C 0.135 0.045 -0.926
C 1.479 0.797 -0.776
C 2.419 -0.002 0.278
C 4.774 -0.327 -0.012
H -3.089 0.702 -2.187
H -2.556 1.512 -0.872
H -3.951 0.667 0.592
H -5.617 -0.574 0.081
H -4.993 -1.033 -1.529
H -5.350 0.493 -1.242
H -1.070 -2.095 0.790
H 0.125 -0.503 1.080
H -0.566 0.446 -1.670
H 0.254 -1.016 -1.221
H 1.499 1.878 -0.353
H 2.125 0.675 -1.616
H 2.376 -1.051 -0.103
H 2.169 -0.149 1.318
H 3.982 1.471 -0.391
H 5.505 0.144 -1.747
H 5.675 -1.880 1.003
H 4.933 -0.977 2.081
H -1.555 1.593 2.877
N -2.673 0.592 -1.222
N -1.530 -1.132 0.571
N 3.772 0.664 0.170
N 5.725 -0.412 -0.849
N 4.788 -1.272 1.056
O -3.353 -2.276 0.735
O -1.131 2.459 0.722
O -1.276 0.847 2.375

=====

# 6
16
Properties=species:S:1:pos:R:3 method="wB97M-V/def2-TZVPD" homo_lumo_gap_ev="8.045 / 8.046" homo_ev="-8.0 / -8.0" lumo_ev="0.0 / 0.0" multiplicity=1
C 1.770 0.659 0.289
C 0.525 -0.472 0.672
N 0.870 -1.717 0.684
H 1.878 -1.865 0.707
H 0.049 0.085 1.481
H 2.341 0.562 1.213
H 1.572 1.722 0.168
H 2.408 0.288 -0.510
N -2.279 0.020 0.327
C -1.103 -0.312 -0.419
C -0.554 0.679 -1.236
H -2.607 -0.759 0.883
H -3.033 0.347 -0.265
H -1.015 -1.347 -0.744
H 0.128 0.428 -2.031
H -0.952 1.683 -1.219

=====

Calculated values (eV Å⁻¹) of largest force on an atom for the records, taken in order: 0.9; 3.2; 1.6; 7.4; 3.7; 5.1.
Calculated values (kJ/mol) of ΔE to the lowest compared entry with this formula, charge and spin for the records, taken in order: 67.5; 122.2; 607.3; 222.5; 359.9; 445.6.